This record from the OMol25 dataset describes a 2-piece molecular cluster, C3H8O2Si overall in a non-equilibrium geometry. The level of theory is the ωB97M-V functional and the def2-TZVPD basis.

The HOMO energy comes out at -9.195 eV. The energy above the lowest of the compared OMol25 structures with the same formula, charge and spin is 368.92 kJ/mol.

Positions of all 14 atoms, in Å:
C 0.47290 0.67025 0.20799
C -0.06223 2.04837 -0.07786
C 0.93528 -0.14132 -0.72816
O 0.45209 0.40954 1.57897
O 0.58149 -2.58668 1.76702
Si -0.62308 -2.61688 0.84306
H -0.96134 2.05701 0.51035
H 0.77629 2.65713 0.09825
H -0.44827 2.06857 -1.02373
H 1.03122 -0.01399 -1.79419
H 1.26039 -1.14501 -0.50265
H 0.90712 -0.31705 1.97501
H -0.65275 -2.84593 -0.55178
H -2.00775 -2.49935 1.42793